86
Properties=species:S:1:pos:R:3:mulliken_charge:R:1 method="wB97M-V/def2-TZVPD" total_charge=0 smiles="CC(=O)OCCCCOC[C@H](N)CC(=O)Cl.CCOP(=O)(OCC)OCC.CCOP(=O)(OCC)OCC" total_energy_ev=-80751.4618 gap_ha=0.28006
C 8.99778 -2.69399 -4.03341 -0.933
C 7.46956 -2.90369 -4.00181 0.679
O 7.06307 -3.85896 -3.43573 -0.512
O 6.67827 -1.99108 -4.62086 -0.304
C 5.66061 -2.59139 -5.43914 -0.555
C 4.49696 -1.59495 -5.70386 -0.607
C 3.68488 -1.39485 -4.40076 -0.253
C 2.32216 -0.66125 -4.64357 -0.699
O 1.26952 -1.58626 -4.83938 -0.181
C 0.09991 -1.26933 -4.12455 -0.436
C -0.69539 -2.53898 -3.69379 0.143
N 0.13813 -3.56190 -3.07498 -0.488
C -1.61282 -3.11925 -4.82195 -0.839
C -0.74326 -3.93399 -5.81883 0.386
O -0.33959 -3.40964 -6.77579 -0.377
Cl -0.42863 -5.67362 -5.45650 -0.201
H 9.33607 -2.33956 -5.02319 0.289
H 9.33606 -1.99874 -3.24685 0.255
H 9.48526 -3.66149 -3.83868 0.327
H 5.20254 -3.48936 -4.99738 0.368
H 6.11074 -2.81360 -6.42812 0.322
H 4.85833 -0.64508 -6.13705 0.354
H 3.86864 -2.07885 -6.47899 0.319
H 3.45266 -2.39269 -3.97665 0.098
H 4.25315 -0.84439 -3.62796 0.319
H 2.45547 -0.00888 -5.53533 0.263
H 2.18004 0.02338 -3.78768 0.334
H 0.29257 -0.70754 -3.18472 0.276
H -0.60936 -0.63334 -4.70165 0.171
H -1.38425 -2.17967 -2.90073 0.268
H 0.03032 -3.55345 -2.06822 0.252
H 1.11663 -3.48306 -3.33108 0.180
H -2.27076 -3.86333 -4.32893 0.404
H -2.23536 -2.36814 -5.32525 0.386
O 1.02123 -1.55376 0.78422 -0.756
P 0.58898 -1.34453 2.21985 0.972
O -0.73245 -0.42597 1.84034 -0.314
C -1.90958 -1.09599 1.39642 -0.268
C -2.57274 -1.89848 2.50237 -0.976
O 1.64659 -0.12285 2.57067 -0.293
C 2.86197 0.01477 1.83154 -0.402
C 2.68038 0.91676 0.62412 -1.045
O 0.04982 -1.22082 3.81364 -0.140
C 0.53948 -2.21509 4.73583 -0.360
C 2.04944 -2.18678 4.88395 -1.049
H -1.66765 -1.73821 0.54355 0.195
H -2.59684 -0.32313 1.04895 0.362
H -1.94156 -2.73764 2.81262 0.260
H -3.52855 -2.30263 2.16733 0.430
H -2.73786 -1.27889 3.38472 0.166
H 3.24812 -0.96429 1.54646 0.350
H 3.60072 0.45517 2.50488 0.365
H 1.77551 0.68389 0.06305 0.243
H 3.53664 0.83272 -0.04845 0.350
H 2.59051 1.95780 0.94000 0.304
H 0.20591 -3.20279 4.40488 0.303
H 0.07008 -2.01293 5.69890 0.346
H 2.54605 -2.47074 3.94974 0.282
H 2.37243 -2.88576 5.65657 0.429
H 2.39555 -1.18587 5.14086 0.244
O -4.57059 3.27574 4.92075 -0.779
P -4.65487 3.99516 3.60451 1.065
O -5.41128 2.87635 2.66833 -0.287
C -6.81317 2.68383 2.84585 -0.384
C -7.62684 3.87537 2.37220 -0.927
O -3.10256 3.77986 3.09323 -0.353
C -2.08138 3.40135 4.02031 -0.534
C -1.94811 1.89332 4.11568 -0.704
O -4.82729 5.16176 2.41141 -0.309
C -4.75210 6.53296 2.84800 -0.304
C -3.41377 6.87706 3.47515 -1.050
H -7.02347 2.46375 3.89653 0.305
H -7.08394 1.80423 2.26035 0.325
H -7.44033 4.75273 2.99899 0.210
H -8.69415 3.65506 2.41088 0.408
H -7.35645 4.14830 1.35128 0.240
H -2.26717 3.85120 4.99630 0.360
H -1.14254 3.82575 3.65757 0.426
H -2.91317 1.39231 4.20118 0.269
H -1.33787 1.61678 4.97813 0.344
H -1.47291 1.49732 3.21708 0.058
H -5.56620 6.72803 3.55217 0.297
H -4.91877 7.15545 1.96874 0.358
H -3.25898 6.32616 4.40873 0.295
H -3.36076 7.94196 3.70580 0.425
H -2.59343 6.61514 2.80724 0.241

***

83
Properties=species:S:1:pos:R:3:mulliken_charge:R:1 method="wB97M-V/def2-TZVPD" total_charge=+1 total_energy_ev=-57423.7033 gap_ha=0.16749
C -2.20179 -0.93916 -1.49161 -1.083
C -2.70084 0.57296 -1.20168 -0.375
C -4.31622 0.66964 -1.15462 -0.443
N -4.93385 0.49161 -2.50233 -0.252
C -6.16570 1.26636 -2.70370 0.666
S -6.30530 1.21047 -4.59694 1.181
O -6.09056 -0.23154 -4.98951 -0.536
O -5.21819 2.01287 -5.25493 -0.574
F -7.77921 1.77144 -5.13809 -0.266
C -6.19996 2.84907 -2.44844 -0.944
N -7.68439 3.14318 -2.42909 0.042
C -8.51370 2.13564 -2.18262 -0.382
C -7.50464 0.89229 -1.93209 0.482
C -7.49538 0.87194 -0.30147 -1.407
C -8.28382 -0.45499 -2.33150 -0.630
C -7.94167 -1.71522 -1.42126 -0.039
O -8.56505 -2.04477 -0.38948 -0.462
H -2.10123 -1.55496 -0.52793 0.270
H -1.15276 -0.84984 -1.91793 0.279
H -2.90797 -1.45408 -2.23243 0.358
H -2.23246 1.33556 -1.90144 0.175
H -2.35588 0.80045 -0.12778 0.357
H -4.61227 1.61195 -0.59159 0.226
H -4.64320 -0.23653 -0.52130 0.150
H -4.23778 0.85628 -3.17899 0.435
H -5.78213 3.20193 -1.43580 0.339
H -5.70592 3.50072 -3.23803 0.425
H -8.15237 4.05326 -2.59799 0.287
H -9.64634 2.10301 -2.14593 0.431
H -8.54101 0.66109 0.08520 0.401
H -7.19072 1.94072 0.00771 0.445
H -6.69639 0.17488 0.09916 0.301
H -9.42447 -0.30958 -2.27265 0.443
H -8.06533 -0.75510 -3.41236 0.290
H -7.06303 -2.39356 -1.72259 0.364
C 4.85261 -0.11240 -0.57814 -0.659
O 4.46180 1.10609 0.03660 -0.202
C 4.91466 2.26196 -0.66942 -0.905
C 3.72743 3.02191 -1.25679 -0.203
N 3.11799 2.27670 -2.35898 -0.301
C 1.84132 2.83234 -2.80590 -0.821
C 0.67042 2.78897 -1.81135 -0.555
O 0.21797 1.47101 -1.51278 -0.217
C 0.91465 0.83428 -0.45089 -0.860
H 4.56470 -0.93174 0.08125 0.072
H 4.34132 -0.24600 -1.53592 0.363
H 5.93600 -0.14695 -0.72400 0.342
H 5.65062 2.01121 -1.44190 0.411
H 5.41116 2.90478 0.06346 0.399
H 4.06826 3.99476 -1.62437 0.402
H 3.00717 3.19021 -0.44850 0.173
H 2.96283 1.31931 -2.06257 0.074
H 1.54691 2.26308 -3.69298 0.393
H 1.99580 3.86609 -3.13276 0.422
H -0.17713 3.28982 -2.29163 0.338
H 0.87262 3.35265 -0.89497 0.404
H 1.26988 1.54477 0.30117 0.413
H 1.74720 0.24625 -0.84099 0.210
H 0.22379 0.13815 0.03171 0.343
C 4.13296 -0.93542 2.90561 -0.712
O 3.86818 -2.00415 3.79997 -0.373
C 3.92344 -3.28608 3.17348 -0.696
C 5.10547 -4.08980 3.71133 -0.244
N 6.37618 -3.53081 3.24943 -0.308
C 7.54628 -4.10551 3.91535 -0.676
C 7.70118 -3.83659 5.42039 -0.485
O 7.94623 -2.47099 5.73719 -0.419
C 6.77814 -1.68154 5.89532 -0.508
H 3.96005 0.00186 3.43608 0.284
H 5.17511 -0.95567 2.57424 0.344
H 3.46401 -0.97464 2.04059 0.308
H 3.95737 -3.20933 2.08012 0.301
H 2.99843 -3.80670 3.43968 0.400
H 5.02199 -5.12616 3.36914 0.392
H 5.04456 -4.08048 4.80495 0.180
H 6.37480 -2.53024 3.41482 0.048
H 8.42547 -3.69345 3.41102 0.373
H 7.56164 -5.18668 3.74093 0.388
H 8.59084 -4.38024 5.75338 0.347
H 6.86803 -4.23423 6.00917 0.347
H 5.93410 -2.25767 6.28639 0.268
H 6.50852 -1.20721 4.94939 0.152
H 7.00860 -0.88349 6.60472 0.297

***

76
Properties=species:S:1:pos:R:3:mulliken_charge:R:1 method="wB97M-V/def2-TZVPD" total_charge=-1 total_energy_ev=-86202.3924 gap_ha=0.22534
C -0.41341 3.58058 2.80614 -0.663
O 0.56363 2.79186 2.09589 -0.433
C -0.06643 1.57053 1.66872 0.051
C 0.68039 1.08938 0.35190 0.119
C 1.39532 -0.30404 0.61770 -0.678
C 0.60310 -1.53808 0.00664 -0.814
C 0.04710 -2.47279 1.14845 0.521
C -1.47414 -2.23627 1.51549 -1.110
Ga -1.57225 -2.05237 3.59127 0.345
C -0.29496 -3.44034 4.43546 0.335
C 0.50924 -2.87431 5.69809 -0.730
C 2.04363 -2.84642 5.35937 0.124
O 2.85184 -2.73316 6.54892 -0.567
H -0.68101 4.45753 2.17351 0.203
H -1.30201 2.98021 3.10525 0.319
H 0.04504 3.95795 3.75412 0.267
H -0.01070 0.76108 2.43050 -0.089
H -1.13203 1.73454 1.36224 0.291
H 1.44564 1.84687 0.05226 0.402
H -0.07360 0.91617 -0.45021 -0.587
H 1.58481 -0.41568 1.70865 0.353
H 2.41004 -0.27631 0.13571 0.371
H -0.16767 -1.22566 -0.73407 0.408
H 1.37271 -2.12200 -0.57012 0.269
H 0.64987 -2.27024 2.07442 -0.396
H 0.21673 -3.56146 0.93688 0.182
H -1.95420 -1.39044 0.97130 0.254
H -2.03759 -3.18121 1.28423 0.405
H -3.04695 -2.32691 4.17821 -0.444
H -1.17908 -0.52491 3.95182 -0.303
H -0.89741 -4.34190 4.69279 0.419
H 0.50014 -3.76601 3.71176 -0.671
H 0.35170 -3.59409 6.53290 0.241
H 0.14525 -1.84980 5.93149 0.269
H 2.29181 -3.81356 4.84030 0.001
H 2.25681 -2.03517 4.61369 0.066
H 3.76462 -2.68659 6.25205 0.304
C -2.36283 4.09354 -3.20360 -0.297
C -2.53855 2.74276 -3.86880 -0.589
C -1.85674 1.81504 -2.87830 -0.465
O -2.02358 2.40058 -1.58243 -0.333
C -2.50832 3.73963 -1.73429 -0.480
H -3.08112 4.84286 -3.53438 0.327
H -1.35729 4.47536 -3.39918 0.130
H -3.60298 2.49849 -3.93886 0.293
H -2.10982 2.68658 -4.87008 0.278
H -0.78195 1.73956 -3.07855 0.258
H -2.28187 0.80959 -2.88175 0.327
H -3.55957 3.75441 -1.42436 0.266
H -1.94439 4.40898 -1.08185 0.267
C 3.74236 -6.16410 2.08374 -0.639
C 3.44921 -7.60733 2.44544 -0.539
C 2.27785 -7.45846 3.40106 -0.491
O 1.55944 -6.29000 2.99529 -0.376
C 2.34913 -5.56202 2.04695 -0.079
H 4.28186 -6.04683 1.14316 0.369
H 4.33186 -5.69423 2.87702 0.273
H 3.13587 -8.15758 1.55287 0.263
H 4.29707 -8.13180 2.88862 0.351
H 2.62048 -7.30339 4.43040 0.299
H 1.60975 -8.32220 3.38372 0.239
H 1.88818 -5.68755 1.06100 0.250
H 2.34248 -4.50053 2.30013 0.062
C -1.66160 7.00155 -7.89401 -0.558
C -0.54678 5.97274 -7.89662 -0.548
C -0.46315 5.59788 -6.42766 -0.422
O -1.78198 5.74866 -5.88789 -0.272
C -2.59857 6.44466 -6.83699 -0.487
H -2.14342 7.13081 -8.86351 0.324
H -1.27099 7.97214 -7.57430 0.266
H -0.84589 5.10271 -8.48846 0.270
H 0.39681 6.34681 -8.29441 0.333
H 0.20415 6.27342 -5.88179 0.267
H -0.12066 4.57280 -6.27417 0.259
H -3.30159 5.72419 -7.26956 0.292
H -3.16886 7.22332 -6.32734 0.277

***

95
Properties=species:S:1:pos:R:3:mulliken_charge:R:1 method="wB97M-V/def2-TZVPD" total_charge=0 smiles="COCCNCCOC.COCCNCCOC.ClC(Cl)Cl.ClC(Cl)Cl.ClC(Cl)Cl.ClC(Cl)Cl.CC(N)=O.CC(N)=O.CC(N)=O" total_energy_ev=-195659.6289 gap_ha=0.33271
O -1.31417 -1.89975 -2.13329 -0.809
C -0.83088 -1.73123 -0.99205 1.191
N -1.62220 -1.43443 0.06660 1.058
C 0.65933 -1.88018 -0.73420 -0.371
H -2.61024 -1.31034 -0.17871 -0.081
H -1.27789 -1.22158 0.99251 -0.430
H 1.14010 -0.96239 -1.06963 -0.701
H 1.00812 -2.75268 -1.27884 0.085
H 0.84912 -2.03515 0.32549 0.230
O -8.11158 -2.26964 2.18416 -0.669
C -7.03726 -1.86248 1.78317 0.649
N -6.20918 -2.61148 1.02298 -0.198
C -6.54329 -0.50532 2.21811 -0.765
H -6.50781 -3.55890 0.87318 0.191
H -5.34601 -2.24460 0.63000 0.173
H -7.09069 0.28660 1.70039 0.187
H -5.47967 -0.38471 2.00538 0.181
H -6.76293 -0.33680 3.26756 0.339
O -4.35788 -1.06191 -0.53852 -1.068
C -4.77679 -0.57797 -1.61206 0.747
N -4.02904 -0.66086 -2.74093 -0.111
C -6.16800 -0.03321 -1.68614 -1.219
H -4.35814 -0.21860 -3.57226 0.216
H -3.20653 -1.24521 -2.58744 0.128
H -6.34591 0.51467 -2.61617 0.401
H -6.42515 0.61828 -0.85738 0.192
H -6.86844 -0.86969 -1.66295 0.413
C 2.28356 -0.82202 -2.97230 1.793
Cl 3.52046 -0.16210 -1.92989 -0.079
Cl 2.98424 -1.66890 -4.35048 -0.131
Cl 1.17749 0.44955 -3.57632 -0.113
H 1.65980 -1.49211 -2.39378 -1.260
C -0.44573 0.96362 4.31330 -0.216
Cl 0.08721 2.26670 3.24516 -0.095
Cl 0.85744 0.49655 5.41029 -0.122
Cl -0.89303 -0.43257 3.32837 -0.099
H -1.28789 1.33552 4.87369 0.472
C -0.15416 -4.09941 -3.19780 1.866
Cl -0.40650 -3.70830 -4.91751 -0.154
Cl 1.54427 -4.41896 -2.92410 -0.132
Cl -1.05510 -5.52721 -2.67617 -0.146
H -0.50635 -3.26229 -2.61963 -1.555
C -1.22656 -4.84864 2.10198 -0.283
Cl -0.33395 -5.36543 0.69393 -0.077
Cl -2.75843 -4.09324 1.70391 -0.046
Cl -0.18745 -3.80454 3.09194 -0.104
H -1.43628 -5.69916 2.73241 0.488
C 1.82643 2.75193 -0.53931 -0.506
O 0.56723 2.77005 -1.13594 -0.320
C -0.37469 1.92363 -0.49338 -0.400
C -1.47267 1.64690 -1.51074 0.558
N -2.26776 2.86079 -1.71507 -0.486
C -3.23161 2.74764 -2.81865 -0.168
C -2.66583 2.98000 -4.20664 -0.342
O -2.34877 4.32511 -4.31906 -0.313
C -1.86260 4.71567 -5.59877 -0.726
H 2.47396 3.45873 -1.05015 0.354
H 2.30608 1.76386 -0.60018 -0.006
H 1.76356 3.01708 0.52537 0.241
H -0.81931 2.51636 0.32251 0.181
H 0.09015 1.02217 -0.08373 0.346
H -2.08663 0.80039 -1.19584 -0.035
H -0.89780 1.37855 -2.41740 -0.229
H -1.57427 3.55928 -1.99608 0.402
H -4.05613 3.45816 -2.65244 0.343
H -3.77844 1.79877 -2.72978 -0.387
H -3.43053 2.62460 -4.92179 0.441
H -1.78813 2.34367 -4.37357 0.231
H -2.67423 4.69211 -6.34111 0.290
H -1.02905 4.09214 -5.94145 0.280
H -1.54734 5.75211 -5.48217 0.251
C 8.73140 0.41655 1.91053 -0.766
O 7.50710 0.43616 2.63134 -0.230
C 7.46916 1.35175 3.68001 -0.766
C 6.06357 1.27880 4.24099 -0.414
N 5.13670 1.75063 3.21305 -0.329
C 3.79680 1.24344 3.38749 -0.601
C 3.61587 -0.21967 3.05007 -0.114
O 3.80720 -0.49643 1.69179 -0.220
C 3.81399 -1.88151 1.45451 -0.767
H 8.88937 1.35124 1.34474 0.311
H 8.67243 -0.38903 1.18692 0.223
H 9.57029 0.34065 2.61783 0.291
H 7.62916 2.38169 3.32423 0.347
H 8.25315 1.11826 4.40751 0.496
H 5.96152 1.87606 5.14710 0.454
H 5.92469 0.22003 4.51167 0.191
H 5.52539 1.30428 2.37905 0.340
H 3.11566 1.84482 2.76497 -0.057
H 3.28737 1.41146 4.34286 0.365
H 2.60318 -0.53820 3.35407 0.232
H 4.29389 -0.80304 3.69151 0.287
H 2.91239 -2.34017 1.90337 0.234
H 4.65500 -2.43388 1.90735 0.322
H 3.84306 -2.08106 0.38651 0.204